Record 1
A molecular structure, C41H44Cl3KN10O7S3Si, computed with ωB97M-V/def2-TZVPD.

Computed properties:
2S+1 ... 1
E_HOMO ... -2.9 eV
Charge ... -2
Energy relative to the best compared isomer or geometry (same formula, charge and spin) ... 0.000 eV

Element x y z (Å)
C -2.597 5.672 -0.987
C 4.626 1.861 -5.868
C -7.353 -2.285 4.799
C 2.290 -3.150 2.727
C -3.392 -3.248 0.647
O 6.490 -1.043 -1.898
Cl -4.153 0.768 -0.473
H 0.251 -0.812 4.069
N 4.897 -2.541 -3.333
H -1.937 -0.386 1.025
N -1.581 -3.323 -2.379
H 4.762 -2.125 -0.810
C -0.536 3.708 -1.010
O 0.399 2.873 -1.059
Cl -3.575 1.885 -3.371
C -6.282 -2.032 3.942
N 2.415 1.681 1.198
N 1.191 1.948 3.193
H -9.465 -2.038 5.067
K 0.329 0.604 -0.756
C 4.086 2.937 -6.761
H -4.528 -4.380 2.092
H 1.678 -4.365 1.059
C 3.726 -2.228 -1.137
H 0.260 4.876 -2.627
N -8.859 -1.180 3.314
C 5.425 0.847 -6.385
C 5.601 -0.132 -4.217
C -3.849 -2.471 2.832
C 3.705 -3.667 2.764
C 1.616 2.342 2.036
H 5.663 0.831 -7.438
S 1.201 4.026 1.682
H -0.229 4.647 5.787
C 0.284 -4.308 -2.308
C -1.668 2.573 0.891
S -4.696 -2.634 4.408
H -5.750 -1.092 2.068
S 6.188 -1.493 -3.230
H -1.747 4.235 5.009
H 3.441 -1.141 -2.950
N 0.499 2.879 3.856
H 4.587 0.867 -2.619
H -1.061 5.503 2.971
Cl -4.027 -1.305 -2.909
H 1.268 -4.549 -1.953
C 4.815 0.868 -3.674
H 4.516 2.870 -7.758
C -3.981 -3.473 1.881
N 4.507 -2.845 2.074
H -8.062 -0.382 1.610
C -8.607 -1.842 4.434
C -0.422 -4.888 -3.370
H -2.774 3.611 2.473
H -3.624 2.273 1.676
C -1.624 -4.216 -3.382
H 4.301 3.922 -6.349
C -3.122 -1.335 2.546
C -1.618 3.658 -0.050
C 0.172 -2.957 1.654
H 5.209 -3.479 -3.131
N -2.690 -2.166 0.358
C -7.833 -0.928 2.515
O 4.060 -4.684 3.340
O -0.947 1.573 0.815
C 1.403 -3.583 1.752
C 3.667 -2.166 -2.656
C -2.659 2.620 2.042
H -0.097 -5.668 -4.030
H -3.397 6.402 -1.008
C -0.320 5.212 3.722
H -7.194 -2.829 5.716
H 4.068 -2.059 1.565
H -0.517 -3.214 0.860
H 2.540 -1.760 4.346
N -0.432 -3.365 -1.725
H 2.865 -2.794 -3.048
C 0.393 3.997 3.240
H 5.484 -3.061 1.949
H -1.538 6.557 -2.636
H 2.329 1.961 0.230
C 2.944 -1.057 -0.478
H 0.405 6.031 3.782
C -6.533 -1.327 2.770
C 4.320 1.856 -4.509
H -3.420 4.603 0.640
C -1.552 5.745 -1.917
O 7.263 -2.157 -3.930
O 2.370 -0.249 -1.213
C -2.605 4.655 -0.069
C 1.875 -2.142 3.588
C 5.910 -0.152 -5.561
H 2.494 0.666 1.301
H -2.483 -4.315 -4.015
H -2.292 -2.631 -2.148
H -3.010 -0.549 3.275
H 3.682 2.627 -4.103
O 2.997 -1.009 0.770
H 6.530 -0.954 -5.929
H 3.327 -3.163 -0.741
H -3.495 -3.977 -0.149
C -2.536 -1.242 1.287
C 0.606 -1.608 3.426
Si -2.792 0.403 -2.059
N -0.225 -2.005 2.478
H 3.004 2.836 -6.842
C -0.974 4.995 5.078
H -2.304 1.926 2.802
C -0.556 4.818 -1.917
H -1.414 5.921 5.443

=====

Record 2
6 unconnected molecules or ions with the total composition C41H44F3N7O12S, computed with ωB97M-V/def2-TZVPD.

Computed properties:
2S+1 ... 1
E_HOMO ... -9.3 eV
Charge ... 0
Energy relative to the best compared isomer or geometry (same formula, charge and spin) ... 0.413 eV

Element x y z (Å)
H -4.873 -2.854 2.738
C 2.868 -1.145 -0.714
H 4.954 4.645 3.162
H -7.622 -0.879 2.972
C -3.473 -2.421 -4.299
N -6.627 -2.205 5.065
O -6.340 -2.897 6.016
C -4.007 -3.252 -6.503
C 5.731 -0.901 -2.125
O 0.262 3.114 0.441
C 1.566 6.459 7.389
H 5.398 -2.439 -4.774
H 3.484 -1.976 -0.400
C -3.140 -2.319 -0.113
C -1.669 -3.017 1.675
F 3.558 1.953 -7.414
O -6.434 -3.936 -5.499
H 5.876 1.318 -6.635
H 4.150 -2.057 -5.986
C -4.350 -3.016 -5.185
O 4.681 5.696 5.891
C 2.111 3.545 1.738
O 3.925 -1.076 -4.216
H -0.036 6.870 8.745
C 2.910 6.153 7.288
C -8.355 -1.498 3.467
C 2.633 -1.079 -2.233
H 3.260 -0.192 -0.373
H 3.269 0.991 -2.522
O 1.722 4.491 -0.322
C -4.030 -2.795 2.067
H 1.627 -2.524 -4.266
N 2.271 -3.303 -4.342
C 3.609 3.212 4.016
H 1.366 1.097 -0.882
H 0.750 2.114 2.573
H -11.620 -2.364 3.301
H 0.313 0.324 -2.079
C 4.772 -1.659 -5.191
H 1.373 6.635 10.761
C -10.230 -3.098 4.758
H -2.611 -3.400 3.556
C 3.153 6.182 9.657
H 2.099 1.813 4.621
C -2.750 -2.872 -6.943
C 5.106 0.751 -6.108
H -8.630 -3.652 6.076
H -4.706 -3.722 -7.178
C -4.221 -2.408 0.747
H 2.142 0.388 -3.725
F 2.855 0.052 -6.612
O 0.367 -2.806 -0.106
H 3.615 4.937 1.106
H 4.196 3.088 4.916
H 1.707 -4.123 -4.173
H -10.960 -3.718 5.259
N 5.024 -1.889 -2.271
O 2.783 6.148 4.993
C 3.714 6.008 8.402
H -2.467 -3.046 -7.972
C -8.009 -2.259 4.568
H -9.950 -0.952 2.152
H -1.523 -1.580 -4.060
C -1.880 -2.624 0.365
N -5.688 -3.397 -4.711
C 2.430 2.498 3.853
C -2.756 -3.100 2.528
C 1.014 6.629 8.648
N 3.503 5.987 5.953
C 4.038 4.089 3.029
H 1.710 -1.619 -2.421
H 6.570 -0.484 -5.118
C 5.719 -0.606 -5.779
C 1.806 6.495 9.780
H 4.760 5.764 8.298
N -0.730 -2.520 -0.538
C 3.740 -1.794 -3.046
H 5.449 1.529 -4.386
S 6.625 0.367 -1.878
C 2.396 0.364 -2.673
C -10.599 -2.337 3.656
H -5.213 -2.173 0.387
O -0.923 -2.147 -1.679
H 3.769 6.077 10.539
C -1.857 -2.269 -6.067
C 3.950 0.688 -7.084
C 1.670 2.664 2.706
O -5.850 -1.471 4.487
C -2.218 -2.047 -4.744
C -9.662 -1.541 3.010
C 3.288 4.257 1.878
H -3.282 -2.015 -1.137
H -0.877 -1.969 -6.416
H -3.761 -2.250 -3.275
H 2.991 -3.647 -2.339
H 1.891 -1.281 -0.265
F 4.351 0.083 -8.233
H 0.961 1.925 -2.357
C 1.189 0.949 -1.941
O 4.710 1.514 -4.994
O -5.968 -3.150 -3.556
N 1.301 3.734 0.526
H 4.150 -3.811 -3.640
H -0.677 -3.254 2.026
H 0.956 6.563 6.504
C -8.925 -3.063 5.221
C 3.294 -3.234 -3.301
H 6.069 -1.029 -6.717

=====

Record 3
A molecular structure, C41H45HfNP2, computed with ωB97M-V/def2-TZVPD.

Computed properties:
2S+1 ... 1
E_HOMO (alpha / beta) ... -11.4 / -11.4 eV
Charge ... +2

Element x y z (Å)
C -0.964 -4.503 -10.680
H 2.982 2.221 0.575
H -1.035 -3.185 -2.836
C -1.842 1.745 -0.040
H 0.119 -1.769 -4.545
C 1.443 0.801 0.317
H -3.121 -4.393 -3.467
C 0.468 -3.660 -8.918
C 2.168 0.738 -8.786
H 0.770 -1.866 2.179
C 2.099 -0.543 -3.503
C 2.719 4.627 -5.477
C -1.596 2.843 -1.143
H 0.358 3.132 -2.101
C 0.861 3.282 -6.221
H 3.333 2.540 -8.403
C 1.380 4.526 -5.853
H -0.985 1.773 0.670
C -1.409 -3.167 -3.863
H 0.831 -2.642 -1.597
H 3.156 5.607 -5.269
C 3.308 2.068 -10.500
C -0.544 2.518 -2.190
P 1.210 0.633 -7.134
C 0.894 -1.103 1.420
C -2.532 -3.906 -4.246
C -2.391 1.758 -3.797
H 1.329 -3.779 -8.260
C 2.996 2.242 -5.762
H -2.234 -3.649 -7.626
C 2.068 2.075 -0.029
Hf 0.265 0.128 -2.702
H -3.848 0.262 -3.283
H 1.562 -1.218 -9.514
H -2.498 1.242 -4.767
C -1.559 -3.247 -10.782
H -2.549 3.177 -1.573
H 0.515 -3.374 -0.020
C -0.744 -2.417 -4.816
C -1.087 -2.517 -6.168
H -1.307 -5.337 -11.295
C -0.445 1.062 -7.767
H -2.337 -3.083 -11.530
H 0.642 -5.627 -9.780
C -0.308 -2.474 -8.854
H 0.734 5.404 -5.877
C 1.367 0.206 1.585
C 0.106 -4.679 -9.790
C -1.240 -0.062 -7.782
C 0.270 -2.498 -0.654
H -0.823 -2.531 -0.843
C 2.972 1.830 -9.159
H 3.039 1.431 -12.562
C -3.161 0.927 -2.740
H -2.936 2.710 -3.976
H 4.517 3.523 -4.957
H 3.861 2.960 -10.784
H -0.692 2.063 -8.140
C 1.974 -0.238 -9.780
H -2.296 -1.037 -2.117
H -0.368 2.470 -4.346
C -2.089 0.340 -0.494
H -2.729 2.046 0.579
N 0.951 -0.095 -0.636
P -0.206 -1.466 -7.320
C 3.509 3.474 -5.353
H 1.711 0.631 2.523
H -0.206 3.164 -6.439
H 2.372 2.160 -1.077
H 1.970 -1.542 -4.002
H -1.237 3.743 -0.591
C 2.886 1.191 -11.504
H 1.943 -0.708 -11.895
H -3.729 -4.659 -5.880
C -0.919 2.052 -3.505
C 1.703 2.168 -6.298
H 3.581 1.319 -5.678
H 1.405 2.920 0.209
C -2.081 -3.426 -6.560
C -2.387 0.018 -1.787
C 0.663 -1.279 0.050
H -3.805 1.598 -2.142
H -1.634 -1.223 -10.044
C -1.191 -2.209 -9.913
C 2.247 0.008 -11.130
H 2.526 0.185 -4.229
C -2.875 -4.058 -5.586
H -2.274 -0.162 -8.103
H -2.052 -0.434 0.294
H 2.814 -0.699 -2.660

=====

Record 4
A molecular structure, C41H46AuN3P, computed with ωB97M-V/def2-TZVPD.

Computed properties:
⟨S²⟩ ... 2.030
2S+1 ... 3
E_HOMO (alpha / beta) ... 0.0 / -2.6 eV
Charge ... -1
Energy relative to the best compared isomer or geometry (same formula, charge and spin) ... 0.000 eV

Element x y z (Å)
H -0.507 -2.670 -4.879
H 1.982 -1.028 -3.532
C -6.425 2.483 2.601
C -2.214 0.520 4.515
C 3.475 0.318 -1.024
H 4.389 0.308 -0.413
C 1.064 1.267 1.673
C 2.834 -0.609 1.924
C -4.598 1.029 3.229
P -2.917 0.648 2.905
C 1.406 1.848 -0.534
C -1.590 0.919 -4.071
C -0.512 0.030 -4.019
H -4.867 -0.119 5.061
C -0.818 -0.389 6.281
H -1.242 -5.205 -0.164
H 3.436 -0.083 2.682
C -1.469 2.076 -4.855
C 0.692 0.314 -4.675
H 2.050 2.198 -2.549
C -0.087 -2.784 -0.294
C -0.614 -2.515 -3.817
C -5.177 1.951 2.328
C -0.613 -3.390 -2.805
C -7.092 2.129 3.787
C -2.997 -4.032 2.514
H -7.073 0.884 5.577
H -1.858 2.768 7.089
H -2.324 2.755 -4.916
C -2.375 1.714 5.301
H -3.029 2.505 4.929
C -1.034 -3.261 0.742
H -0.235 -1.227 6.675
H -2.799 -1.972 3.152
H -0.238 1.852 3.271
H 2.795 -0.054 -4.769
H -6.880 3.156 1.877
C -6.543 1.190 4.669
H -4.631 2.235 1.435
H 1.493 2.066 3.603
C 1.409 2.647 -1.783
C -0.920 0.806 6.999
C -5.307 0.623 4.391
C -2.863 0.602 -3.354
C -1.721 1.852 6.512
C 0.653 2.134 0.630
H 2.197 -1.341 2.444
H 1.818 -1.449 -5.260
H -3.209 0.905 0.486
C -1.454 -0.540 5.054
H 3.333 -0.691 -1.431
H 0.043 4.052 1.376
C 2.285 0.750 -0.237
Au 0.479 -0.626 -0.311
H 3.523 -1.147 1.259
H -1.255 2.839 1.279
C -0.298 2.366 -5.568
H 0.782 0.442 3.632
H -2.129 -0.486 0.872
H -0.247 4.509 -5.896
C 0.753 1.409 3.111
H -3.910 -0.648 1.105
H 3.661 1.010 -1.854
H 1.708 1.677 -5.999
C -0.226 3.573 -6.469
H -0.526 -4.466 -2.779
H 0.697 3.572 -7.058
C -3.046 0.040 1.154
H 0.895 -3.291 -0.296
H -8.051 2.577 4.021
C -0.346 3.216 0.774
H -0.393 0.915 7.955
H -3.298 -0.346 -3.694
H -3.592 1.388 -3.568
H -0.632 3.614 -0.208
N -0.634 -1.208 -3.272
H 1.795 3.661 -1.594
H -1.070 3.617 -7.172
H -3.014 -5.953 1.499
C 0.776 1.476 -5.461
C -0.644 -1.300 -1.915
H -1.392 -1.477 4.503
H -2.735 0.550 -2.264
N -0.627 -2.638 -1.609
C -2.396 -2.765 2.511
C 2.001 0.333 1.132
C -1.570 -4.573 0.665
N -1.372 -2.424 1.727
C 1.871 -0.608 -4.548
H -3.784 -4.238 3.236
C -2.568 -4.960 1.558
H 0.399 2.753 -2.207

=====

Record 5
A molecular structure, C41H46EuP2, computed with ωB97M-V/def2-TZVPD.

Computed properties:
⟨S²⟩ ... 15.762
2S+1 ... 8
E_HOMO (alpha / beta) ... -6.1 / -6.2 eV
Charge ... 0

Element x y z (Å)
H 4.453 -1.362 0.440
H 2.931 -6.200 2.143
C -1.887 -4.009 2.048
H -0.442 -3.554 0.498
H -4.469 -1.972 2.977
C -3.344 5.546 -0.110
C 2.467 -4.605 -0.458
H -4.790 4.517 1.135
H -4.285 -3.989 -3.373
C -3.599 -2.334 2.427
C 1.434 3.385 -1.407
H -1.353 0.046 -3.380
C 2.175 4.282 -2.167
H 2.167 -4.801 2.871
C -2.668 -1.222 -4.559
H -2.563 -0.626 -5.469
C 1.954 2.100 -1.153
H 2.501 -0.989 -0.516
H -3.082 -3.323 -1.302
H 4.497 -4.536 3.161
H 1.809 5.299 -2.325
C 1.231 0.890 4.017
C 1.640 1.145 1.633
H 3.972 4.601 -3.331
C 2.335 1.706 4.292
H 0.651 -2.528 -1.401
C -1.342 -3.231 1.023
C 3.111 2.207 3.239
H 3.973 -4.869 -1.923
H 0.457 3.644 -0.981
C 1.447 -0.691 -0.575
C -3.637 -3.112 -3.382
H 2.584 1.954 5.329
C -1.956 -2.019 0.671
H -5.510 5.709 0.040
H -2.357 6.785 -1.593
P -1.259 -1.032 -0.728
H -4.104 7.054 -1.443
H 3.577 0.709 -1.512
H -3.584 -0.628 1.090
H -3.491 5.624 -2.302
C 4.622 -3.208 -0.725
C 2.760 1.940 1.914
H -2.066 7.040 0.793
C 0.901 0.570 2.694
Eu -1.742 1.391 0.990
C -3.044 6.586 0.970
C -2.352 4.466 -0.056
P 1.008 0.974 -0.089
H -4.947 4.147 -0.584
C 4.169 -4.432 2.113
H -1.435 -4.970 2.294
H 4.488 -5.335 -0.305
H 3.984 2.821 3.459
H 1.775 -4.474 -1.298
C -1.979 -0.851 -3.406
C -3.320 6.286 -1.450
H -3.450 -4.178 3.536
H -4.046 -2.628 -5.452
H 4.313 -2.568 -1.566
H -4.110 0.165 -0.842
H 5.703 -3.378 -0.873
H 4.858 2.308 -2.912
C -2.117 -1.621 -2.231
C -1.528 3.552 0.028
C 3.899 2.606 -2.492
C 1.989 -4.843 0.768
H -4.736 1.452 0.293
H -3.799 7.378 0.941
C -3.501 -2.350 -4.548
H 0.072 -0.133 2.491
C -2.951 -2.751 -2.221
C -4.734 4.944 0.130
C -3.017 -3.563 2.743
H 3.340 2.370 1.097
C 2.780 -5.115 2.012
H 4.887 -4.990 1.503
H -3.045 6.144 1.967
C 4.187 -2.970 1.766
C 3.403 3.893 -2.725
C 3.180 1.707 -1.703
H 4.086 -2.306 2.634
H 0.912 -4.962 0.914
C 0.454 -1.550 -0.944
C 4.374 -2.449 0.548
C 3.915 -4.583 -0.859
C -3.080 -1.561 1.389
H -3.447 1.872 -0.915
C -3.877 1.073 -0.273
H 0.616 0.509 4.839

=====

The calculation returns the following F_max values, one per record and in order: 2.1, 2.5, 3.5, 2.8, 1.5 eV/A.